Entry 1:
Below is the molecule C23H29FN4O3, with properties calculated with the ωB97M-V functional and the def2-TZVPD basis.

Geometry (Å):
C: -7.211 -2.898 0.154
O: -7.346 -1.564 -0.294
C: -6.208 -0.873 -0.467
C: -6.291 0.442 -0.925
C: -5.111 1.140 -1.096
C: -3.895 0.541 -0.796
C: -2.595 1.234 -1.069
O: -2.184 1.365 -2.208
N: -1.941 1.730 0.004
C: -2.319 1.550 1.383
C: -1.299 0.650 2.079
C: 0.111 1.225 1.935
C: 0.451 1.403 0.453
N: 1.746 2.031 0.199
C: 2.819 1.835 1.151
C: 3.483 0.450 1.077
N: 3.981 0.263 -0.268
C: 5.112 -0.480 -0.538
C: 5.801 -0.289 -1.745
C: 6.967 -0.964 -2.038
C: 7.514 -1.857 -1.130
C: 6.863 -2.071 0.070
C: 5.687 -1.404 0.345
F: 5.076 -1.708 1.526
C: 2.926 0.388 -1.252
C: 2.261 1.766 -1.134
C: -0.631 2.311 -0.165
C: -3.930 -0.789 -0.358
O: -2.764 -1.403 -0.082
C: -2.851 -2.759 0.311
N: -5.054 -1.468 -0.194
H: -8.222 -3.293 0.224
H: -6.621 -3.486 -0.553
H: -6.723 -2.931 1.131
H: -7.254 0.872 -1.140
H: -5.124 2.155 -1.463
H: -3.320 1.120 1.440
H: -2.335 2.535 1.867
H: -1.338 -0.338 1.620
H: -1.555 0.553 3.135
H: 0.816 0.546 2.416
H: 0.164 2.194 2.436
H: 0.374 0.414 -0.031
H: 2.465 2.026 2.163
H: 3.580 2.587 0.915
H: 4.312 0.429 1.783
H: 2.762 -0.335 1.353
H: 5.413 0.424 -2.456
H: 7.461 -0.782 -2.980
H: 8.429 -2.381 -1.353
H: 7.242 -2.769 0.801
H: 3.326 0.254 -2.255
H: 2.170 -0.396 -1.085
H: 1.455 1.842 -1.864
H: 3.003 2.540 -1.355
H: -0.470 2.444 -1.235
H: -0.594 3.289 0.324
H: -1.826 -3.094 0.460
H: -3.334 -3.356 -0.465
H: -3.422 -2.858 1.237

Summary:
**ΔE to the lowest compared entry with this formula, charge and spin**: 252.8 kJ/mol
**Molecular weight**: 428.51 g/mol
**SMILES**: COc1ccc(C(=O)N2CCC[C@H](N3CCN(c4ccccc4F)CC3)C2)c(OC)n1
**E_HOMO**: -7.6290 eV


Entry 2:
Below is a cluster of 2 separate species, C23H29FN4O5S in total, with properties calculated with the ωB97M-V functional and the def2-TZVPD basis.

Geometry (Å):
C: 3.820 3.386 0.278
N: 3.397 2.300 1.162
C: 4.124 1.816 2.180
O: 5.232 2.265 2.442
C: 3.453 0.705 3.022
C: 2.619 1.252 4.192
C: 1.833 2.489 3.876
C: 2.176 3.743 4.247
N: 1.262 4.645 3.741
C: 0.286 4.015 3.002
C: -0.827 4.486 2.291
C: -1.640 3.564 1.609
C: -1.326 2.193 1.643
C: -0.205 1.731 2.360
C: 0.624 2.630 3.066
N: 4.284 -0.442 3.445
C: 5.411 -0.533 4.158
C: 6.137 0.668 4.730
O: 5.869 -1.644 4.379
H: 3.384 3.251 -0.712
H: 4.908 3.396 0.188
H: 3.492 4.342 0.690
H: 2.463 1.938 1.035
H: 2.720 0.271 2.343
H: 1.924 0.476 4.515
H: 3.267 1.474 5.038
H: 3.052 3.993 4.834
H: 1.322 5.642 3.892
H: -1.053 5.542 2.265
H: -2.499 3.908 1.048
H: -1.948 1.492 1.102
H: 0.029 0.678 2.369
H: 3.960 -1.348 3.148
H: 6.830 1.045 3.980
H: 5.446 1.455 5.009
H: 6.700 0.354 5.607
O: 0.044 -2.296 0.587
S: -1.079 -1.738 -0.173
O: -0.791 -0.378 -0.637
O: -2.317 -1.675 0.891
C: -1.630 -2.823 -1.493
C: -2.979 -2.360 -1.991
N: -3.218 -3.005 -3.285
C: -4.482 -2.641 -3.944
C: -4.497 -3.127 -5.370
C: -5.280 -4.227 -5.753
C: -5.323 -4.636 -7.092
C: -4.583 -3.943 -8.056
C: -3.796 -2.848 -7.689
F: -3.088 -2.176 -8.625
C: -3.753 -2.450 -6.350
H: -1.831 -1.610 1.724
H: -0.891 -2.773 -2.292
H: -1.685 -3.843 -1.117
H: -2.986 -1.270 -2.118
H: -3.764 -2.622 -1.271
H: -3.119 -4.019 -3.230
H: -4.607 -1.552 -3.939
H: -5.324 -3.070 -3.390
H: -5.864 -4.763 -5.011
H: -5.933 -5.487 -7.384
H: -4.612 -4.249 -9.097
H: -3.138 -1.600 -6.070

Summary:
**ΔE to the lowest compared entry with this formula, charge and spin**: 0.0 kJ/mol
**Molecular weight**: 492.57 g/mol
**SMILES**: CNC(=O)[C@H](Cc1c[nH]c2ccccc12)NC(C)=O.O=S(=O)(O)CCNCc1cccc(F)c1
**E_HOMO**: -8.1274 eV